(1)
{"formula": "C2H12N4", "method": "ωB97M-V with the def2-TZVPD basis set", "lumo_ev": 0.866, "e_tot_ev": -8228.225, "charge": 0, "orbital_gap_ev": 10.09, "smiles": "NCN.NCN", "symbols": ["N", "C", "N", "H", "H", "H", "H", "H", "H", "N", "C", "N", "H", "H", "H", "H", "H", "H"], "positions_angstrom": [[-3.270, 1.730, 0.097], [-3.349, 0.902, -1.092], [-2.088, 0.637, -1.816], [-2.718, 2.552, -0.147], [-2.733, 1.328, 0.862], [-3.922, 1.512, -1.794], [-3.952, 0.037, -0.818], [-1.353, 0.647, -1.114], [-2.082, -0.331, -2.152], [3.898, -0.751, 0.435], [2.549, -1.346, 0.669], [1.867, -0.866, 1.829], [4.416, -1.358, -0.156], [3.887, 0.203, 0.151], [2.774, -2.409, 0.689], [1.962, -1.099, -0.233], [2.054, 0.100, 1.994], [2.060, -1.486, 2.595]]}


(2)
{"formula": "C2H12N4", "method": "ωB97M-V with the def2-TZVPD basis set", "lumo_ev": 1.034, "e_tot_ev": -8227.393, "charge": 0, "orbital_gap_ev": 9.48, "smiles": "NCN.NCN", "symbols": ["N", "C", "N", "H", "H", "H", "H", "H", "H", "N", "C", "N", "H", "H", "H", "H", "H", "H"], "positions_angstrom": [[-2.324, -2.473, 1.488], [-1.845, -2.042, 0.175], [-0.558, -1.348, 0.221], [-1.761, -2.567, 2.304], [-3.238, -1.916, 1.680], [-1.728, -3.045, -0.333], [-2.585, -1.451, -0.405], [0.142, -1.712, 0.875], [-0.686, -0.363, 0.413], [0.598, 1.157, -1.072], [1.432, 2.220, -0.434], [2.801, 1.968, -0.739], [0.213, 1.407, -2.057], [0.869, 0.213, -1.036], [0.947, 3.237, -0.608], [1.158, 2.271, 0.699], [3.310, 2.627, -1.303], [3.256, 1.817, 0.131]]}


(3)
{"formula": "C2H12N4O", "method": "ωB97M-V with the def2-TZVPD basis set", "lumo_ev": 1.038, "e_tot_ev": -10272.084, "charge": 0, "orbital_gap_ev": 9.82, "smiles": "NNNN.COC", "symbols": ["C", "C", "O", "H", "H", "H", "H", "H", "H", "N", "N", "N", "N", "H", "H", "H", "H", "H", "H"], "positions_angstrom": [[1.423, 1.010, -0.582], [2.313, -1.068, 0.566], [1.151, -0.328, 0.360], [2.177, -1.715, 1.438], [2.288, 1.381, -0.036], [1.693, 0.567, -1.539], [0.795, 1.881, -0.732], [3.177, -0.410, 0.773], [2.578, -1.678, -0.309], [-1.250, 0.931, -0.332], [-1.414, -0.341, -0.968], [-1.293, 1.011, 1.084], [-2.543, -1.108, -0.604], [-1.949, 1.568, -0.709], [-0.577, -0.863, -0.705], [-0.437, 0.563, 1.410], [-2.095, 0.515, 1.481], [-3.380, -0.696, -1.001], [-2.657, -1.221, 0.405]]}


(4)
{"formula": "C2H12NO3", "method": "ωB97M-V with the def2-TZVPD basis set", "lumo_ev": -4.380, "e_tot_ev": -9891.984, "charge": 1, "orbital_gap_ev": 10.76, "symbols": ["C", "C", "N", "H", "H", "H", "H", "H", "H", "H", "H", "O", "H", "H", "O", "H", "H", "O"], "positions_angstrom": [[-1.354, -2.112, -0.409], [-0.917, 0.302, 0.411], [-0.558, -0.943, 0.066], [-1.067, -2.440, -1.473], [-2.411, -2.174, -0.442], [-0.818, -3.001, -0.054], [-2.028, 0.753, 0.494], [-0.118, 0.892, 0.727], [0.591, -1.060, 0.216], [0.363, 1.447, 3.342], [-0.328, 0.135, 3.526], [0.494, 0.562, 3.196], [-0.473, 2.960, -2.575], [0.798, 2.480, -1.919], [-0.195, 2.498, -1.887], [2.113, -0.094, -1.809], [2.998, -0.922, -1.188], [1.941, -0.749, -1.225]]}


(5)
{"formula": "C2H12NO3", "method": "ωB97M-V with the def2-TZVPD basis set", "lumo_ev": -3.067, "e_tot_ev": -9894.269, "charge": 1, "orbital_gap_ev": 11.82, "symbols": ["C", "C", "N", "H", "H", "H", "H", "H", "H", "H", "H", "O", "H", "H", "O", "H", "H", "O"], "positions_angstrom": [[-1.156, 0.039, 0.939], [-0.550, 1.147, 1.279], [-0.472, -0.687, -0.194], [-2.137, -0.400, 1.061], [-0.928, 1.702, 2.126], [0.123, 1.603, 0.584], [-1.081, -1.418, -0.587], [-0.238, -0.014, -0.931], [0.412, -1.121, 0.062], [1.699, 2.200, -2.206], [1.748, 2.024, -0.695], [1.252, 1.754, -1.479], [3.514, 0.244, 0.828], [2.564, 0.507, 2.043], [2.754, 0.760, 1.135], [-2.241, -2.677, -2.059], [-3.090, -2.888, -0.806], [-2.172, -2.776, -1.100]]}


(6)
{"formula": "C2H12NO3", "method": "ωB97M-V with the def2-TZVPD basis set", "lumo_ev": [-7.564, -15.594], "e_tot_ev": -9879.166, "multiplicity": 2, "charge": 2, "orbital_gap_ev": [12.41, 3.25], "symbols": ["C", "C", "N", "H", "H", "H", "H", "H", "H", "H", "H", "O", "H", "H", "O", "H", "H", "O"], "positions_angstrom": [[2.689, 0.918, 0.651], [1.618, -0.731, -0.751], [1.509, 0.273, 0.025], [2.788, 0.526, 1.658], [2.542, 1.984, 0.607], [3.563, 0.543, 0.134], [2.562, -1.242, -0.692], [0.868, -1.086, -1.447], [0.651, 0.829, -0.098], [-1.197, -2.497, 0.286], [-0.029, -2.999, 1.165], [-0.356, -2.212, 0.693], [-1.533, 2.327, -0.493], [-1.700, 0.988, 0.312], [-1.054, 1.620, -0.035], [-4.861, 0.060, -0.123], [-4.081, 0.358, -1.433], [-3.979, 0.342, -0.458]]}


(7)
{"formula": "C2H12NO3S", "method": "ωB97M-V with the def2-TZVPD basis set", "lumo_ev": 3.642, "e_tot_ev": -20737.307, "charge": -1, "orbital_gap_ev": 6.80, "symbols": ["C", "C", "S", "N", "H", "H", "H", "H", "H", "H", "H", "H", "O", "H", "H", "O", "H", "H", "O"], "positions_angstrom": [[-0.883, 1.231, -0.007], [-1.909, 0.025, -0.403], [-1.411, -1.613, 0.074], [0.310, 1.310, -0.850], [-0.700, 0.935, 1.058], [-1.581, 2.189, -0.208], [-2.025, 0.049, -1.520], [-2.974, 0.083, -0.042], [0.049, 1.572, -1.810], [0.786, 0.343, -0.972], [-0.062, -1.895, -2.065], [1.333, -2.248, -2.123], [0.737, -1.517, -2.430], [1.357, -2.030, 1.941], [0.532, -2.800, 3.025], [1.440, -2.575, 2.807], [1.498, 2.201, 1.943], [1.612, 2.077, 0.392], [1.892, 2.663, 1.191]]}


(8)
{"formula": "C2H12NO3S", "method": "ωB97M-V with the def2-TZVPD basis set", "lumo_ev": [0.449, -2.546], "e_tot_ev": -20734.946, "multiplicity": 2, "charge": 0, "orbital_gap_ev": [10.37, 7.05], "symbols": ["C", "C", "S", "N", "H", "H", "H", "H", "H", "H", "H", "H", "O", "H", "H", "O", "H", "H", "O"], "positions_angstrom": [[-0.856, -0.780, 1.702], [0.548, -1.315, 1.458], [1.484, -0.309, 0.284], [-1.737, -0.863, 0.529], [-0.775, 0.237, 2.030], [-1.322, -1.423, 2.422], [0.574, -2.367, 1.158], [1.183, -1.313, 2.355], [-1.571, -1.752, 0.101], [-1.589, -0.140, -0.163], [0.302, 0.913, -2.070], [1.229, 0.140, -2.938], [0.420, 0.664, -2.998], [2.503, 3.994, -1.945], [3.061, 5.460, -1.655], [3.248, 4.597, -2.026], [-3.659, -2.688, 0.898], [-4.152, -1.409, 1.509], [-4.370, -2.347, 1.447]]}